(1)
# C5H8ClIO3S

A 2-piece molecular cluster, C5H8ClIO3S overall in a non-equilibrium geometry (ωB97M-V with the def2-TZVPD basis set, OMol25).

Values from the calculation:
- LUMO energy (spin up / spin down) (hartree) = -0.0529 / -0.0795
- E (Ha) = -1576.95268
- 2S+1 = 1
- Kohn-Sham gap (spin up / spin down) (eV) = 7.81 / 6.52
- ΔE to the lowest compared entry with this formula, charge and spin (eV) = 1.732

```
19
Properties=species:S:1:pos:R:3:forces:R:3:lowdin_charge:R:1
I 1.24711 1.09400 5.17543 0.2 0.3 -1.3 0.8814
Cl 1.91281 2.57875 2.23618 -0.3 -0.9 0.9 0.6342
S -0.39335 -1.28176 -1.32651 0.7 1.3 -1.2 0.7758
O 0.55974 0.38722 0.94052 -0.3 -0.5 3.4 -0.0298
O 0.75170 -1.94605 -1.92451 0.3 0.2 0.2 -0.3900
O -1.67976 -1.84695 -1.59203 -1.7 -0.9 0.1 -0.3940
C 0.53307 0.24730 2.20754 0.9 1.1 -3.2 -0.5827
C -0.12551 -0.78574 2.96746 -2.5 -4.4 2.1 -0.1415
C -0.23623 0.40155 -3.65465 -3.3 -0.7 -0.8 -0.1576
C 1.25802 1.18473 3.04282 0.3 1.3 0.0 -1.0210
C -0.56017 0.48331 -2.20200 -1.7 -0.9 0.6 -0.2960
H -1.07141 -0.23724 -4.17590 2.1 0.7 0.6 0.1204
H 0.51361 -1.49047 3.56673 0.3 1.4 -0.2 0.0941
H -1.63155 0.85263 -1.97846 2.0 -0.6 0.0 0.1268
H -0.70314 -1.64575 2.54916 0.4 1.2 -1.4 0.0991
H -0.91999 -0.47967 3.68654 0.9 0.6 -0.3 0.0810
H 0.79048 0.08534 -3.73454 0.1 -0.1 -0.8 0.0703
H 0.25855 0.98127 -1.77960 0.6 1.2 1.4 0.0445
H -0.50397 1.41752 -4.00417 0.9 -0.3 -0.2 0.0850
```
Forces are in eV/Å.

***

(2)
# C23H15BrO

One molecule with the formula C23H15BrO in a non-equilibrium geometry (ωB97M-V with the def2-TZVPD basis set, OMol25).

Values from the calculation:
- SMILES = O=C1C(Br)=C(c2ccccc2)C(c2ccccc2)=C1c1ccccc1
- LUMO energy (hartree) = -0.0636
- E (Ha) = -3534.58187
- 2S+1 = 1
- Kohn-Sham gap (eV) = 6.43
- ΔE to the lowest compared entry with this formula, charge and spin (eV) = 0.799

```
40
Properties=species:S:1:pos:R:3:forces:R:3:lowdin_charge:R:1
Br 2.36325 1.79306 -3.57560 -1.5 -0.3 1.4 0.7459
O 0.06772 3.49531 -1.89746 0.3 -5.0 1.8 0.0606
C 3.48076 -2.61853 -0.37777 -0.4 -0.1 -2.3 -0.0191
C -3.17701 3.82243 2.13102 -1.8 0.0 3.1 -0.1191
C -1.20810 2.44644 1.87945 -0.7 0.9 0.1 -0.0426
C -2.08096 3.16786 2.66178 0.9 0.0 -0.3 -0.0814
C 3.33692 -2.51101 -2.84456 1.0 0.0 -0.6 -0.0801
C 0.20386 0.37660 -0.30135 -4.4 2.8 2.2 -0.0652
C -0.35665 -0.79180 0.37154 -0.7 -1.0 2.7 -0.1717
C 3.93269 -3.05627 -1.70580 -3.8 3.1 2.8 -0.0580
C 2.54074 -1.39111 -2.71191 -1.4 0.2 1.4 -0.0527
C -0.42422 -0.93468 1.80624 1.2 2.0 -1.8 -0.0194
C 2.01107 -0.96716 -1.44612 1.7 -0.7 -1.0 -0.1843
C 2.48502 -1.57442 -0.29522 1.8 -2.1 1.0 -0.0159
C -1.44939 2.38045 0.50736 1.0 -0.7 -0.8 -0.1434
C -0.93492 -2.07000 2.38201 1.4 3.0 1.9 -0.1180
C -2.53757 3.09628 -0.01457 -0.8 -0.1 -0.4 -0.0159
C 1.12068 0.16333 -1.34468 1.8 2.2 -3.7 -0.1887
C -0.93747 -1.82430 -0.37913 -0.6 0.2 2.4 0.0079
C 0.19503 2.27633 -1.48267 0.4 6.1 -3.3 -0.3193
C -0.39728 1.68987 -0.31215 0.7 -3.2 0.6 -0.0079
C -1.53413 -2.99984 1.65112 -1.5 -2.5 -0.9 -0.1072
C 1.07823 1.27433 -2.16346 1.4 -0.8 0.0 -0.4224
C -1.64458 -2.86011 0.28309 1.6 1.6 -0.9 -0.0387
C -3.45014 3.77362 0.82925 0.4 0.2 -4.5 -0.0997
H -0.94062 -1.71645 -1.41898 -0.2 -0.2 -1.5 0.1058
H -1.89908 -3.86789 2.18093 -0.4 -0.2 -0.3 0.1110
H 4.55299 -3.84565 -1.68698 2.2 -2.7 -0.5 0.0502
H -4.21251 4.34686 0.19604 0.6 -0.9 1.8 0.1358
H -0.87284 -2.02045 3.45872 -0.2 -0.8 0.2 0.1122
H 2.19406 -0.80264 -3.53424 -0.1 -0.3 -0.7 0.0419
H -1.68427 3.32598 3.63428 -0.6 0.1 1.1 0.0965
H -2.85944 3.15593 -1.07375 1.0 -0.5 0.6 0.1235
H 0.01565 -0.10782 2.42636 -0.5 -1.1 -0.6 0.1182
H 2.15477 -1.29175 0.71261 0.0 -0.1 -0.6 0.1144
H -2.22034 -3.45920 -0.36125 -0.6 -1.2 -0.3 0.0903
H -3.97233 4.18116 2.80169 0.8 0.5 -0.1 0.1154
H 3.55671 -2.92193 -3.86550 0.0 0.6 1.1 0.1228
H 3.82161 -3.26484 0.47639 -0.4 1.3 -0.7 0.1098
H -0.31791 2.13201 2.40327 0.2 -0.5 -0.6 0.1084
```
Forces are in eV/Å.

***

(3)
# C9H9NO2

One molecule with the formula C9H9NO2 in a non-equilibrium geometry (ωB97M-V with the def2-TZVPD basis set, OMol25).

Values from the calculation:
- SMILES = C=C1CC/C=C\C2=N[C@@]2(O)C1=O
- LUMO energy (hartree) = -0.0069
- E (Ha) = -553.42403
- 2S+1 = 1
- Kohn-Sham gap (eV) = 8.62
- ΔE to the lowest compared entry with this formula, charge and spin (eV) = 5.222

```
21
Properties=species:S:1:pos:R:3:forces:R:3:lowdin_charge:R:1
O -0.20790 3.21739 -1.25374 -0.8 -0.6 1.6 0.0270
O -1.55177 2.33523 0.87019 0.0 -0.6 0.1 0.1015
N -0.12509 1.01235 -2.14726 1.2 -2.1 0.1 0.2882
C -1.02282 1.44725 0.22248 -0.1 0.6 0.6 -0.2802
C 0.75346 0.78458 -1.24095 -0.8 1.8 -0.7 -0.1465
C 1.56893 -1.29543 -0.18336 -0.8 3.1 -0.9 -0.0710
C 0.32257 -2.04689 -0.23272 -1.8 0.0 -1.4 -0.1770
C -0.52746 -0.11698 2.02872 0.2 -1.7 -1.6 0.1148
C -0.93952 -1.18581 -0.21910 1.4 0.9 2.8 -0.1198
C -0.26735 1.82484 -0.98277 -0.1 1.8 0.0 -0.4199
C 1.74160 0.01104 -0.55235 1.6 -1.8 0.1 -0.0047
C -0.77171 0.05186 0.73464 -1.8 -1.2 0.2 -0.1819
H -0.25727 0.62238 2.66973 0.1 2.6 1.6 0.0481
H 2.32348 -1.77397 0.31045 2.2 -0.9 1.2 0.0793
H -0.86313 3.63952 -0.60600 1.3 -0.9 -1.0 0.1247
H 2.67889 0.53087 -0.23229 -0.9 -0.5 -0.6 0.1370
H -1.77077 -1.79725 0.01495 -0.9 -0.5 0.8 0.1123
H -1.15910 -0.79292 -1.10962 -0.8 1.2 -3.7 0.0505
H 0.31859 -2.68189 -1.12938 -0.1 0.0 0.0 0.1333
H 0.09515 -2.70910 0.57028 1.1 -0.7 0.9 0.1050
H -0.33879 -1.07709 2.46808 -0.1 -0.7 -0.2 0.0792
```
Forces are in eV/Å.

***

(4)
# C10H25BaNO4

C10H25BaNO4 as an isolated structure in a non-equilibrium geometry (ωB97M-V with the def2-TZVPD basis set, OMol25).

Values from the calculation:
- LUMO energy (hartree) = -0.0042
- E (Ha) = -777.12336
- 2S+1 = 1
- Kohn-Sham gap (eV) = 7.21

```
41
Properties=species:S:1:pos:R:3:forces:R:3:lowdin_charge:R:1
Ba -20.47536 -19.27976 -11.09706 0.4 0.2 -0.2 1.8848
O -19.22582 -21.43602 -9.74977 -1.5 0.7 -0.8 -0.5182
O -20.78228 -16.93133 -12.62935 -0.3 -1.7 0.5 -0.5415
O -25.56754 -17.71714 -9.18983 0.1 -0.2 0.0 -0.1892
O -22.06082 -21.37201 -11.72259 -0.5 -0.1 -0.3 -0.3937
N -23.10033 -19.66380 -9.90449 -1.0 0.5 0.9 -0.1903
C -23.04113 -21.09601 -9.53221 0.3 1.4 -0.2 -0.1967
C -22.86105 -15.72654 -13.38590 -0.7 -1.1 -0.1 -0.1163
C -21.76249 -22.34535 -12.70724 0.2 -0.2 -1.0 -0.1100
C -19.11567 -23.79966 -10.59832 -1.2 0.3 -0.1 -0.1128
C -18.81303 -22.28251 -10.77133 0.4 -0.8 1.9 -0.5341
C -24.67109 -17.79779 -10.28631 -0.7 0.2 -0.4 -0.2093
C -21.74542 -15.99023 -12.34221 0.6 0.9 -0.5 -0.5419
C -23.00137 -21.92434 -10.79276 1.3 -0.6 0.8 -0.2010
C -26.54738 -16.72014 -9.31491 -0.5 0.4 0.3 -0.1203
C -24.36473 -19.26060 -10.57425 1.1 0.0 -0.2 -0.1684
H -27.08234 -16.68423 -8.36702 0.0 0.0 0.0 0.0881
H -27.28714 -16.91623 -10.09882 0.1 -0.3 -0.1 0.0895
H -22.57549 -15.58174 -14.43033 0.6 -0.2 0.2 0.0609
H -22.64663 -22.62815 -13.28581 -0.2 0.0 0.3 0.1018
H -23.50501 -16.61889 -13.34848 0.0 0.0 -0.4 0.0443
H -17.72020 -22.28575 -10.62513 0.3 0.4 -1.7 0.0946
H -23.54976 -14.89800 -13.19149 0.3 0.2 0.6 0.0573
H -18.77745 -24.46534 -11.39970 0.6 0.4 -0.1 0.0650
H -19.33067 -22.06784 -11.72781 1.0 0.5 -0.6 0.0432
H -21.23820 -15.01574 -12.22180 -0.2 0.1 0.5 0.0875
H -24.17609 -19.43725 -11.63762 -0.4 0.2 0.0 0.1206
H -23.89492 -21.41253 -8.92216 0.0 0.0 0.0 0.1310
H -26.15574 -15.71690 -9.51133 0.3 -0.1 0.1 0.0909
H -20.20428 -23.93460 -10.68724 0.0 -0.1 0.8 0.0342
H -25.19421 -19.88866 -10.23630 -0.1 0.1 -0.1 0.1291
H -21.06864 -21.96298 -13.45844 0.1 0.4 0.3 0.0957
H -22.28665 -16.24847 -11.41079 -0.1 0.4 0.2 0.0538
H -22.57172 -22.89651 -10.52762 -0.5 -0.2 0.1 0.1302
H -22.13736 -21.06238 -8.91634 0.1 -1.3 -0.2 0.1163
H -24.00256 -22.03703 -11.21373 0.1 0.1 -0.3 0.1327
H -23.78883 -17.18765 -10.06046 0.2 -0.3 -0.1 0.1142
H -18.72037 -24.14036 -9.64315 -0.3 -0.1 0.1 0.0679
H -23.12672 -19.17666 -9.00691 0.2 0.0 -0.1 0.1118
H -21.29529 -23.23385 -12.28320 -0.1 0.0 0.2 0.0762
H -25.13456 -17.34661 -11.17172 0.0 0.0 0.0 0.1221
```
Forces are in eV/Å.

***

(5)
# C5O5Te4V

C5O5Te4V as an isolated structure in a non-equilibrium geometry (ωB97M-V with the def2-TZVPD basis set, OMol25).

Values from the calculation:
- total charge = -1
- LUMO energy (hartree) = 0.0621
- E (Ha) = -2582.92585
- 2S+1 = 1
- Kohn-Sham gap (eV) = 6.28
- ΔE to the lowest compared entry with this formula, charge and spin (eV) = 0.356

```
15
Properties=species:S:1:pos:R:3:forces:R:3:lowdin_charge:R:1
Te -1.61920 -1.40695 3.54508 0.1 0.0 0.0 -0.0949
Te -0.72670 0.81471 2.20281 -0.4 0.0 0.5 0.2332
Te 0.26190 -2.44547 0.07771 0.2 -0.5 0.3 0.2314
Te 0.32688 -3.08743 2.74581 -0.1 0.0 0.0 -0.0951
V 0.01036 0.02942 -0.04218 -0.3 -1.0 1.3 -0.0449
O 1.43130 1.12338 -0.32566 0.7 0.7 -1.1 -0.1977
O 0.94578 3.28985 -4.61416 0.0 0.2 -0.3 0.1664
O -1.05985 0.19254 -1.49883 -0.3 0.9 -1.2 -0.1974
O 2.66050 3.08966 -2.21813 0.5 0.2 0.1 0.1463
O -1.34613 1.47699 -4.18719 -0.4 -0.1 -0.3 0.1463
C 0.74821 2.60976 -3.65538 -0.1 -0.4 0.5 -0.2358
C 1.63945 2.49714 -2.41158 -0.6 -0.4 0.1 -0.2745
C 0.96678 1.51678 -1.52207 0.4 0.2 -0.2 -0.2545
C -0.22687 1.06512 -2.08831 -0.2 0.2 -0.4 -0.2541
C -0.43925 1.66470 -3.42990 0.4 0.0 0.6 -0.2746
```
Forces are in eV/Å.

***

(6)
# C2H3IN

A 2-piece molecular cluster, C2H3IN overall (ωB97M-V with the def2-TZVPD basis set, OMol25).

Values from the calculation:
- total charge = +1
- LUMO energy (spin up / spin down) (hartree) = -0.2490 / -0.2490
- E (Ha) = -430.07540
- 2S+1 = 1
- Kohn-Sham gap (spin up / spin down) (eV) = 8.56 / 8.56
- ΔE to the lowest compared entry with this formula, charge and spin (eV) = 1.429

```
7
Properties=species:S:1:pos:R:3:forces:R:3:lowdin_charge:R:1
I -2.50000 -0.46563 -0.07176 0.5 0.4 0.0 1.1300
N 0.96542 -0.17175 0.31281 -0.9 0.3 -0.3 0.0995
C 1.63335 -1.01830 -0.05565 0.0 0.1 0.2 0.0938
C -0.98895 0.84329 0.03874 0.1 -0.3 0.5 -0.4702
H -0.76453 1.30041 1.00059 -0.2 0.0 -0.3 0.0251
H 2.27602 -1.80438 -0.36124 0.3 -0.3 -0.1 0.0943
H -0.62131 1.31636 -0.86348 0.1 -0.1 0.0 0.0275
```
Forces are in eV/Å.

***

(7)
# C16H16BCl2F4IMnNO3

C16H16BCl2F4IMnNO3 as an isolated structure (ωB97M-V with the def2-TZVPD basis set, OMol25).

Values from the calculation:
- total charge = +1
- LUMO energy (spin up / spin down) (hartree) = -0.1917 / -0.1614
- E (Ha) = -3693.19642
- 2S+1 = 4
- Kohn-Sham gap (spin up / spin down) (eV) = 6.47 / 7.36

```
45
Properties=species:S:1:pos:R:3:forces:R:3:lowdin_charge:R:1
I 2.04268 -2.64027 -2.00634 0.0 0.0 0.0 0.9615
Mn 0.54749 0.18586 -0.49963 -0.2 -0.1 -0.1 0.9221
Cl 3.60582 -2.12508 1.97644 0.0 0.0 0.0 0.7569
Cl 2.49962 0.83203 6.32010 0.0 0.0 0.0 0.7256
F 1.78067 1.58909 -0.23499 0.2 0.2 0.2 -0.1083
F 2.99366 3.62051 -0.06440 0.0 0.0 0.0 0.2584
F 1.19528 3.29655 1.33355 0.0 0.0 0.1 0.2254
F 0.84628 3.62669 -0.90134 -0.1 0.1 -0.2 0.1680
O 1.34404 -0.76517 0.80110 -0.1 -0.2 0.1 -0.2385
O -0.24411 1.43606 -1.83351 0.0 0.0 0.0 -0.1447
O -0.72387 1.06462 0.92448 -0.1 0.1 0.1 -0.0227
N -0.90928 -1.25495 -0.80100 -0.2 0.0 0.0 0.0273
C -2.76195 -2.28618 -1.88250 0.1 0.0 0.0 0.0148
C -1.68214 1.55767 -2.05853 0.1 0.0 0.0 -0.1455
C 2.63501 -0.93455 2.75041 -0.1 0.2 0.0 -0.5616
C -2.04981 0.69162 -3.24398 0.0 0.0 0.0 -0.1302
C -3.06459 -3.00907 -0.74599 0.0 0.0 0.0 -0.0077
C -1.36682 -0.67945 -3.17155 0.0 0.0 0.0 -0.1225
C 2.90834 -0.56786 4.05338 -0.1 0.1 -0.1 -0.0803
C -2.25334 -2.86008 0.36641 0.1 0.0 0.0 -0.0124
C 1.07195 0.98038 4.03633 0.1 -0.1 0.0 -0.0272
C 2.12729 0.39297 4.69513 0.0 0.0 0.0 -0.6464
C 1.93360 -0.58905 -1.89153 0.3 -0.1 -0.2 -0.6619
C 0.78747 0.62030 2.71057 0.0 -0.1 0.1 -0.1197
C -0.35684 1.24415 2.09158 0.1 -0.1 -0.1 -0.1149
C -1.67450 -1.42158 -1.90324 0.0 -0.1 0.0 -0.2434
C -1.19852 -1.97905 0.29946 0.0 0.0 0.0 -0.0809
C 1.57245 -0.34381 2.04437 0.2 0.0 0.1 -0.2988
B 1.72932 3.24299 0.09589 0.0 -0.1 -0.1 -1.0471
H -3.90878 -3.68478 -0.73294 0.0 0.0 0.0 0.1267
H 0.46378 1.72655 4.52947 0.0 0.0 0.0 0.1283
H -1.76923 1.17826 -4.17764 0.0 0.0 0.0 0.1291
H -0.29262 -0.56024 -3.27535 0.0 0.0 0.0 0.0804
H -0.53843 -1.84124 1.14141 0.0 0.0 0.0 0.1179
H -2.18777 1.24894 -1.14254 0.0 0.0 0.0 0.1206
H 1.65103 -0.12523 -2.83002 0.0 0.0 0.0 0.0025
H 0.14472 2.31963 -1.63315 0.0 0.0 0.0 0.0926
H -1.68807 -1.29522 -4.01071 0.0 0.0 0.0 0.1330
H -0.95657 1.91268 2.71940 0.0 0.0 0.0 0.1571
H -3.35175 -2.39391 -2.78235 0.0 0.0 0.0 0.1317
H -3.13545 0.57390 -3.25403 0.0 0.0 0.0 0.1312
H -2.42638 -3.41457 1.27675 0.0 0.0 0.0 0.1235
H 2.81544 -0.15284 -1.43207 0.0 -0.1 0.0 0.0155
H 3.73607 -1.02893 4.57357 0.0 0.0 0.0 0.1195
H -1.89116 2.61170 -2.23046 0.0 0.0 0.0 0.1453
```
Forces are in eV/Å.